# 1
Here is a structure of composition C23H28N4O2ReS4 from the OMol25 dataset. Energies are from ωB97M-V/def2-TZVPD.

Element x y z (Å)
Re (0.26268, -0.75096, 2.18515)
C (-1.38256, -3.52702, 3.38372)
C (-0.52342, -4.27709, 2.38673)
S (0.11038, -3.21282, 1.01568)
C (1.87828, -3.65549, 1.02720)
C (2.65133, -3.30293, 2.28342)
S (2.42828, -1.56617, 2.87361)
C (2.08983, -1.88932, 4.66175)
C (0.82807, -2.66957, 4.94880)
S (-0.67183, -1.97571, 4.09202)
H (-2.31237, -3.19823, 2.92202)
H (-1.61897, -4.16957, 4.23278)
H (0.32574, -4.76464, 2.85511)
H (-1.13963, -5.04362, 1.91803)
H (1.94285, -4.72796, 0.83741)
H (2.27086, -3.11350, 0.16663)
H (2.42354, -3.97228, 3.10982)
H (3.71615, -3.39331, 2.06572)
H (2.95469, -2.41285, 5.06910)
H (2.03648, -0.89403, 5.10166)
H (0.91322, -3.71221, 4.65936)
H (0.60142, -2.62974, 6.01387)
N (2.23648, 4.08118, -4.54776)
C (1.99447, 3.19927, -3.56763)
C (2.21899, 1.82048, -3.76047)
C (1.92417, 0.91468, -2.77065)
C (1.38656, 1.36133, -1.56845)
C (1.18977, 2.71791, -1.33791)
C (1.50363, 3.62815, -2.31640)
S (0.96095, 0.21628, -0.31130)
O (1.24675, 0.79006, 0.99978)
O (1.52147, -1.09016, -0.50974)
N (-0.73279, -0.02189, -0.25905)
C (-1.35386, 0.90943, 0.57328)
N (-1.26123, 0.60391, 1.89039)
C (-1.87249, 1.44653, 2.73551)
C (-2.54461, 2.57070, 2.28347)
C (-2.51674, 2.82083, 0.91578)
N (-1.91860, 1.98289, 0.08331)
H (2.57373, 3.78460, -5.44647)
H (2.09076, 5.06398, -4.39618)
H (2.63900, 1.47473, -4.69239)
H (2.10467, -0.13939, -2.91121)
H (0.80819, 3.04929, -0.38616)
H (1.38835, 4.68330, -2.12714)
H (-1.79277, 1.22007, 3.79135)
H (-3.04398, 3.23891, 2.96200)
H (-2.94518, 3.69955, 0.45489)
C (-1.40987, -0.56633, -1.45060)
C (-1.77304, 0.45523, -2.49244)
C (-0.96235, 0.64157, -3.60359)
C (-1.22108, 1.66703, -4.49602)
C (-2.30826, 2.50050, -4.29612)
C (-3.16294, 2.27096, -3.23215)
C (-2.90592, 1.24498, -2.34248)
H (-0.71390, -1.31086, -1.84939)
H (-2.29551, -1.09109, -1.07773)
H (-0.13767, -0.03001, -3.78527)
H (-0.57477, 1.80413, -5.35004)
H (-2.49741, 3.31521, -4.97729)
H (-4.04093, 2.88004, -3.10689)
H (-3.58705, 1.05100, -1.53044)

For the total energy, the calculation gives -79816.6549 eV. The expectation value of S² is 0.7649. The calculation puts the strongest force on any atom at 3.06 eV Å⁻¹. The HOMO-LUMO gap (alpha / beta) comes out at 6.644 / 6.824 eV. The charge is +2. Its spin multiplicity is 2. The calculation puts the LUMO energy (alpha / beta) at -6.60 / -6.42 eV.

Mulliken atomic charge list, values in e, 4 entries:
1 Re 0.084
2 C -0.836
3 C -0.824
4 S 0.153

=====

# 2
Here is a structure of composition C33H43Cl2N2OP3Ru from the OMol25 dataset. Energies are from ωB97M-V/def2-TZVPD.

Element x y z (Å)
P (1.53914, 1.14495, -1.99139)
C (3.24896, 1.26734, -2.04741)
C (3.83987, 0.69396, -3.17475)
H (3.23190, 0.03816, -3.83012)
C (5.15386, 0.97285, -3.48036)
H (5.61397, 0.55387, -4.37811)
C (5.90360, 1.82264, -2.61986)
H (6.94090, 2.05156, -2.87735)
C (5.31036, 2.35443, -1.46447)
H (5.91134, 3.00500, -0.80988)
C (4.00274, 2.07615, -1.15468)
H (3.52136, 2.46458, -0.25761)
C (0.87826, -0.34542, -2.68164)
C (1.45005, -1.60420, -2.46803)
H (2.34859, -1.70026, -1.85145)
C (0.89019, -2.73640, -3.06366)
H (1.32122, -3.70352, -2.89732)
C (-0.22988, -2.58044, -3.90942)
H (-0.65086, -3.46480, -4.39974)
C (-0.76822, -1.33135, -4.13191)
H (-1.63562, -1.20758, -4.82871)
C (-0.26223, -0.20109, -3.52818)
H (-0.67355, 0.79709, -3.70797)
C (0.57923, 2.56713, -2.09172)
C (0.82929, 3.20322, -3.31539)
H (1.59501, 2.77897, -3.99461)
C (0.11528, 4.33204, -3.66173)
H (0.30044, 4.81140, -4.63037)
C (-0.84149, 4.85224, -2.76841)
H (-1.41209, 5.74336, -3.06306)
C (-1.04965, 4.24421, -1.52458)
H (-1.78735, 4.67595, -0.83545)
C (-0.33613, 3.11967, -1.16967)
H (-0.43636, 2.67517, -0.17238)
Ru (0.40785, -0.42982, 2.61548)
C (-1.41575, -1.34633, 2.12164)
C (-1.99620, -1.42532, 0.89009)
H (-1.87921, -1.72474, 3.03827)
C (-1.28741, -0.65893, -0.22031)
O (-2.16276, 0.42538, -0.61909)
H (-1.60893, 1.07203, -1.12138)
C (0.00253, -0.10684, 0.32219)
H (-1.07914, -1.34053, -1.08915)
C (1.04354, 0.17950, 1.06826)
Cl (-0.00706, -1.06652, 4.57729)
Cl (2.67072, 0.42363, 3.40450)
P (1.55894, -2.41545, 2.41623)
C (2.45608, -2.84623, 3.94025)
H (1.73213, -3.10284, 4.71936)
H (3.03095, -1.97107, 4.26211)
H (3.12503, -3.68849, 3.73821)
C (0.51648, -3.86528, 2.10187)
H (0.00457, -3.76337, 1.13723)
H (-0.23533, -3.94739, 2.89548)
H (1.13833, -4.76853, 2.08920)
C (2.81994, -2.45523, 1.10955)
H (3.38221, -1.51534, 1.12331)
H (2.34047, -2.58579, 0.13272)
H (3.49570, -3.29720, 1.30925)
P (-3.60299, -2.28540, 0.48025)
C (-4.06010, -3.29070, 1.85652)
C (-3.20017, -3.22543, -0.98335)
H (-4.14783, -2.68009, 2.75731)
H (-3.32722, -4.08447, 2.01012)
H (-5.02921, -3.72298, 1.59685)
H (-2.80152, -2.58747, -1.78020)
H (-4.12955, -3.69545, -1.32013)
H (-2.46377, -4.00048, -0.74127)
C (-4.73821, -0.96630, 0.12223)
H (-5.02495, -0.47090, 1.05610)
H (-5.61575, -1.41560, -0.35061)
H (-4.25518, -0.23739, -0.53822)
H (1.95404, 0.91490, 1.11727)
C (-3.32361, 3.65812, 3.26585)
N (-2.04824, 2.95072, 3.35419)
C (-1.02131, 3.22650, 4.24031)
C (-0.04722, 2.28902, 4.02454)
N (-0.48803, 1.48116, 3.00372)
C (-1.67960, 1.87916, 2.62275)
H (-4.15429, 3.00403, 3.58085)
H (-3.28881, 4.53120, 3.92012)
H (-3.51512, 3.98203, 2.23218)
H (-1.03910, 4.04459, 4.94133)
H (0.88980, 2.12122, 4.50322)
H (-2.33784, 1.42980, 1.84689)

For the total energy, the calculation gives -95419.2758 eV. The expectation value of S² is 6.0773. The calculation puts the strongest force on any atom at 9.01 eV Å⁻¹. The calculation puts the energy above the lowest of the compared OMol25 structures with the same formula, charge and spin at 123.0 kcal/mol. The HOMO-LUMO gap (alpha / beta) comes out at 5.938 / 4.185 eV. The charge is +2. Its spin multiplicity is 5. The calculation puts the LUMO energy (alpha / beta) at -5.04 / -8.80 eV.

Mulliken atomic charge list, values in e, 4 entries:
1 P 0.285
2 C 1.007
3 C -0.015
4 H 0.340